(1)
C47H58AgF6O5P as an isolated structure at a distorted geometry, computed with the ωB97M-V functional and the def2-TZVPD basis.

Geometry (Å):
Ag: 1.5240 -0.0547 -0.1823
C: -2.2763 1.9740 -1.2389
O: -1.0581 1.3406 -0.9816
C: -0.2969 1.1742 -2.1136
C: -0.3445 -0.0523 -2.7768
C: -1.1720 -1.2165 -2.2489
C: -0.4633 -2.2800 -1.4235
C: -0.1855 -3.5321 -1.9122
C: 0.2865 -4.5579 -1.0556
C: 0.5278 -4.2683 0.2925
C: 0.3133 -3.0386 0.8464
C: 0.6489 -2.7837 2.3254
C: 0.1397 -1.5304 2.9839
C: -1.0636 -1.4822 3.6706
C: -1.5393 -0.2848 4.2051
C: -0.8350 0.8737 3.9638
C: 0.3826 0.8683 3.2805
C: 1.1192 2.1763 3.0011
C: 0.4709 2.9923 1.9165
C: -0.5484 3.8946 2.2038
C: -1.1519 4.6986 1.2302
C: -0.6969 4.5430 -0.0752
C: 0.3222 3.6586 -0.4014
C: 0.7821 3.5058 -1.8162
C: 0.5302 2.2093 -2.5635
C: 1.1515 2.0309 -3.7988
C: 1.0102 0.8821 -4.5567
C: 0.3081 -0.1848 -3.9964
C: 1.4863 0.7997 -6.0075
C: 2.1103 2.1053 -6.5042
C: 2.5209 -0.3196 -6.1790
C: 0.2525 0.5102 -6.8817
C: 0.9428 2.8735 0.5942
O: 1.9198 2.0522 0.2866
C: -2.2077 5.7328 1.6143
C: -2.6657 6.5601 0.4101
C: -1.6480 6.7038 2.6670
C: -3.4354 5.0265 2.1972
C: 0.8698 -0.3551 2.8762
O: 2.0900 -0.4381 2.2263
C: 3.1670 -0.6218 3.1014
C: -2.7570 -0.3180 5.1229
C: -3.0459 1.0483 5.7527
C: -4.0098 -0.7495 4.3490
C: -2.5029 -1.3154 6.2682
C: -0.2310 -2.0201 -0.0249
O: -0.5340 -0.8882 0.4274
C: 0.4342 -5.9954 -1.5225
C: 1.8461 -6.5227 -1.1900
C: -0.6100 -6.8431 -0.8070
C: 0.2264 -6.1319 -3.0446
H: -2.1299 2.9500 -1.7148
H: -2.7405 2.1525 -0.2738
H: -2.9376 1.3648 -1.8581
H: -1.6076 -1.7346 -3.1065
H: -1.9832 -0.8041 -1.6437
H: -0.3489 -3.7614 -2.9550
H: 0.9158 -5.0569 0.9135
H: 1.7368 -2.8395 2.3864
H: 0.2666 -3.6452 2.8770
H: -1.6453 -2.3848 3.7827
H: -1.2104 1.8175 4.3273
H: 2.1400 1.9475 2.6917
H: 1.1720 2.7546 3.9325
H: -0.8569 3.9766 3.2396
H: -1.1158 5.1492 -0.8683
H: 1.8652 3.6625 -1.8207
H: 0.3424 4.3153 -2.4168
H: 1.7622 2.8408 -4.1579
H: 0.2364 -1.1243 -4.5282
H: 3.0173 2.3390 -5.9565
H: 1.4340 2.9611 -6.4193
H: 2.3667 1.9870 -7.5575
H: 3.3774 -0.1629 -5.5425
H: 2.8394 -0.3958 -7.2088
H: 2.0883 -1.2866 -5.9128
H: -0.4620 1.3284 -6.7755
H: -0.2242 -0.4165 -6.5829
H: 0.5372 0.4366 -7.9297
H: -1.8160 7.1010 -0.0197
H: -3.4269 7.2864 0.6978
H: -3.0793 5.9133 -0.3641
H: -0.7652 7.2183 2.2885
H: -1.3686 6.1835 3.5826
H: -2.3994 7.4504 2.9207
H: -3.8441 4.3215 1.4671
H: -4.2014 5.7444 2.4803
H: -3.1821 4.4629 3.0923
H: 2.9127 -1.3291 3.8957
H: 3.4565 0.3186 3.5700
H: 3.9895 -1.0403 2.5204
H: -3.2833 1.8329 5.0251
H: -2.1985 1.4118 6.3356
H: -3.8757 0.9549 6.4499
H: -4.2238 -0.0568 3.5356
H: -4.8753 -0.7911 5.0189
H: -3.8823 -1.7382 3.9354
H: -1.6217 -1.0018 6.8249
H: -2.2992 -2.3101 5.8746
H: -3.3564 -1.3434 6.9446
H: 2.0756 -6.4614 -0.1379
H: 2.6183 -5.9455 -1.6931
H: 1.8985 -7.5680 -1.5027
H: -0.4309 -6.8650 0.2593
H: -0.5682 -7.8684 -1.1573
H: -1.6156 -6.4712 -0.9640
H: 0.9360 -5.4937 -3.5663
H: -0.7718 -5.8383 -3.3746
H: 0.4045 -7.1728 -3.3311
F: 3.0643 -2.2038 -0.0660
P: 4.3448 -3.1976 -0.1799
F: 3.5418 -4.2588 0.7626
F: 5.6032 -4.1956 -0.2814
F: 5.1067 -2.1311 -1.1300
F: 3.6615 -3.8788 -1.4795
F: 4.9948 -2.5037 1.1353
O: 4.2386 0.4770 -1.1216
C: 3.2988 0.1673 -1.6795

Frontier orbital gap (spin up / spin down) = 0.2420 / 0.1782 hartree
Multiplicity = 2
Net charge = -1
Calculated total energy = -89519.788 eV


(2)
A 2-piece molecular cluster, C5H9NO overall, computed with the ωB97M-V functional and the def2-TZVPD basis.

Geometry (Å):
C: -0.4302 -0.6274 1.2824
C: 0.3262 0.1723 0.2298
C: 1.7556 0.4938 0.6484
C: 0.2476 -0.4245 -1.2072
N: -0.3897 0.6856 -1.6199
C: -0.4537 1.3629 -0.3626
O: -0.9630 2.3895 -0.0306
H: -0.4864 -0.0681 2.2227
H: 0.0897 -1.5726 1.4703
H: -1.4509 -0.8605 0.9605
H: 2.3005 -0.4389 0.8276
H: 1.7660 1.0874 1.5685
H: 2.2875 1.0514 -0.1301
H: -1.5664 -1.9820 -1.6542
H: -2.2842 -2.1854 -1.6638
H: -0.7486 0.9165 -2.5420

Frontier orbital gap = 0.3580 hartree
Multiplicity = 1
Relative energy (zero: lowest compared OMol25 entry of this formula, charge and spin) = 89.67 kcal per mole
Calculated total energy = -8865.324 eV


(3)
An isolated ion of composition C8H12N2S and charge +2 at a distorted geometry, computed with the ωB97M-V functional and the def2-TZVPD basis.

Geometry (Å):
C: -0.4942 2.2910 -1.7291
C: 0.4842 3.0504 -2.4709
C: -0.0120 1.3429 -0.9077
C: -0.7284 -0.1791 0.9545
C: 0.3314 -1.1468 0.8131
C: 1.6721 -1.5655 -1.2176
C: -1.9234 -0.5591 1.7800
C: 0.7051 -2.1341 1.8359
N: -0.8263 0.8709 0.1700
N: 1.0033 -1.1576 -0.2891
S: 2.1213 2.8816 -2.5743
H: -1.4784 2.7555 -1.6331
H: 0.0483 3.7978 -3.0992
H: 1.0235 1.1593 -0.9925
H: 2.6080 -0.9013 -1.4689
H: 1.3401 -2.3183 -1.9340
H: -1.6062 -0.7707 2.7164
H: -2.1217 -1.5712 1.4970
H: -2.8529 0.1002 1.8476
H: 0.7248 -1.7666 2.9046
H: 1.7052 -2.4874 1.6936
H: 0.0935 -2.9746 2.0047
H: -1.8172 1.2830 0.0989

Frontier orbital gap (spin up / spin down) = 0.1877 / 0.1878 hartree
Multiplicity = 1
Net charge = +2
Relative energy (zero: lowest compared OMol25 entry of this formula, charge and spin) = 16.26 kcal per mole
Calculated total energy = -22284.443 eV


(4)
C6H11BO2 as an isolated structure at a distorted geometry, computed with the ωB97M-V functional and the def2-TZVPD basis.

Geometry (Å):
B: 3.0380 -0.2491 0.0663
C: -1.2400 -2.0251 0.0625
C: 1.6428 -0.8822 -0.2109
C: -1.2388 -0.6650 0.1002
C: -0.1127 0.1358 -0.0606
C: -2.6265 -0.0454 0.1293
C: 0.1051 1.6195 -0.0639
O: 4.0994 -1.1324 0.2394
O: 3.2342 1.0818 -0.1757
H: -2.0859 -2.6393 -0.0775
H: -0.3121 -2.7445 0.1312
H: 1.3900 -1.9460 -0.4805
H: -2.6420 0.9656 0.1765
H: -3.2296 -0.3203 -0.7105
H: -3.1731 -0.3029 1.0889
H: -0.5913 2.2964 0.4883
H: 0.1534 1.8131 -1.1503
H: 1.2030 1.9086 0.2829
H: 4.9212 -0.7979 0.3592
H: 4.1146 1.4587 -0.3066

Frontier orbital gap (spin up / spin down) = 0.3209 / 0.2598 hartree
Multiplicity = 1
Relative energy (zero: lowest compared OMol25 entry of this formula, charge and spin) = 100.19 kcal per mole
Calculated total energy = -11168.527 eV


(5)
A 2-piece molecular cluster, CH4NO2 overall at a distorted geometry, computed with the ωB97M-V functional and the def2-TZVPD basis.

Geometry (Å):
C: 1.3095 0.0154 -0.2134
N: 0.9275 1.0521 0.0728
O: -1.1385 -0.5736 -0.1282
O: -1.1900 0.7502 0.5386
H: 0.5606 -0.7896 -0.2958
H: 2.1271 -0.6442 -0.4451
H: -1.3460 0.4677 1.5839
H: -1.2501 -0.2780 -1.1128

Frontier orbital gap = 0.3443 hartree
Multiplicity = 1
Net charge = +1
Relative energy (zero: lowest compared OMol25 entry of this formula, charge and spin) = 188.48 kcal per mole
Calculated total energy = -6671.720 eV


(6)
C5H9N as an isolated structure at a distorted geometry, computed with the ωB97M-V functional and the def2-TZVPD basis.

Geometry (Å):
C: 0.8243 1.1107 1.0095
C: 0.5964 -0.2404 0.1411
C: -0.6588 0.4940 -0.1872
C: 1.5727 -0.7256 -0.9052
C: -2.0236 -0.0614 0.2724
N: -0.2760 1.6626 0.7613
H: 1.7519 1.3237 1.6933
H: 0.3226 -0.9592 0.8740
H: -0.6139 0.7877 -1.2102
H: 2.5093 -1.2279 -0.5072
H: 1.9085 0.0648 -1.7292
H: 0.9582 -1.5411 -1.3758
H: -2.4986 0.6077 0.8545
H: -1.7018 -0.9390 0.9171
H: -2.6712 -0.3564 -0.6083

Frontier orbital gap = 0.3729 hartree
Multiplicity = 1
Relative energy (zero: lowest compared OMol25 entry of this formula, charge and spin) = 58.09 kcal per mole
Calculated total energy = -6818.476 eV


Repeat the fourth record exactly.
C6H11BO2 as an isolated structure at a distorted geometry, computed with the ωB97M-V functional and the def2-TZVPD basis.

Geometry (Å):
B: 3.0380 -0.2491 0.0663
C: -1.2400 -2.0251 0.0625
C: 1.6428 -0.8822 -0.2109
C: -1.2388 -0.6650 0.1002
C: -0.1127 0.1358 -0.0606
C: -2.6265 -0.0454 0.1293
C: 0.1051 1.6195 -0.0639
O: 4.0994 -1.1324 0.2394
O: 3.2342 1.0818 -0.1757
H: -2.0859 -2.6393 -0.0775
H: -0.3121 -2.7445 0.1312
H: 1.3900 -1.9460 -0.4805
H: -2.6420 0.9656 0.1765
H: -3.2296 -0.3203 -0.7105
H: -3.1731 -0.3029 1.0889
H: -0.5913 2.2964 0.4883
H: 0.1534 1.8131 -1.1503
H: 1.2030 1.9086 0.2829
H: 4.9212 -0.7979 0.3592
H: 4.1146 1.4587 -0.3066

Frontier orbital gap (spin up / spin down) = 0.3209 / 0.2598 hartree
Multiplicity = 1
Relative energy (zero: lowest compared OMol25 entry of this formula, charge and spin) = 100.19 kcal per mole
Calculated total energy = -11168.527 eV


calculated total energy of number 5 (CH4NO2)?
-6671.720 eV


Among the records above, which one has the lowest calculated total energy?
C47H58AgF6O5P


Copy entry 3 word for word.
An isolated ion of composition C8H12N2S and charge +2 at a distorted geometry, computed with the ωB97M-V functional and the def2-TZVPD basis.

Geometry (Å):
C: -0.4942 2.2910 -1.7291
C: 0.4842 3.0504 -2.4709
C: -0.0120 1.3429 -0.9077
C: -0.7284 -0.1791 0.9545
C: 0.3314 -1.1468 0.8131
C: 1.6721 -1.5655 -1.2176
C: -1.9234 -0.5591 1.7800
C: 0.7051 -2.1341 1.8359
N: -0.8263 0.8709 0.1700
N: 1.0033 -1.1576 -0.2891
S: 2.1213 2.8816 -2.5743
H: -1.4784 2.7555 -1.6331
H: 0.0483 3.7978 -3.0992
H: 1.0235 1.1593 -0.9925
H: 2.6080 -0.9013 -1.4689
H: 1.3401 -2.3183 -1.9340
H: -1.6062 -0.7707 2.7164
H: -2.1217 -1.5712 1.4970
H: -2.8529 0.1002 1.8476
H: 0.7248 -1.7666 2.9046
H: 1.7052 -2.4874 1.6936
H: 0.0935 -2.9746 2.0047
H: -1.8172 1.2830 0.0989

Frontier orbital gap (spin up / spin down) = 0.1877 / 0.1878 hartree
Multiplicity = 1
Net charge = +2
Relative energy (zero: lowest compared OMol25 entry of this formula, charge and spin) = 16.26 kcal per mole
Calculated total energy = -22284.443 eV